(1)
This record from the Open Molecules 2025 dataset describes 2 unconnected molecules or ions with the total composition C5H13N2O. The level of theory is wB97M-V/def2-TZVPD.

```
21
C5H13N2O (wB97M-V/def2-TZVPD)
C 1.69110 0.59561 -1.77178
C 0.55129 1.52201 -1.29344
C -0.10404 0.96403 -0.07720
C -1.39841 0.66290 0.03224
N -1.74281 -0.28622 1.00569
C -2.13035 -0.07759 2.18059
N 1.99005 -0.48717 -0.75115
H 1.44347 0.09560 -2.68997
H 2.63414 1.10835 -1.90190
H 0.96146 2.52474 -1.14765
H -0.18494 1.60800 -2.08498
H 0.45655 0.77214 0.83938
H -2.13023 0.77171 -0.76039
H -2.52373 0.87615 2.55674
H -2.23032 -0.89010 2.89407
H 2.79567 -1.04588 -1.01979
H 1.17797 -1.10088 -0.53698
H 2.23692 -0.04701 0.14715
H 0.12333 -3.07357 0.86066
H -0.54146 -1.79842 0.36924
O 0.30821 -2.13619 0.72269
```

Total charge: +1
Energy above the lowest of the compared OMol25 structures with the same formula, charge and spin in eV: 2.3804
Max |F| in eV/Å: 1.20
Highest occupied orbital energy in eV: -12.523
Kohn-Sham gap in hartree: 0.3469

***

(2)
This record from the Open Molecules 2025 dataset describes 2 unconnected molecules or ions with the total composition C5H8N2O3. The level of theory is wB97M-V/def2-TZVPD.

```
18
C5H8N2O3 (wB97M-V/def2-TZVPD)
O -2.00348 0.05137 -2.03519
C -1.56029 -0.05243 -0.91620
C -1.86035 0.78737 0.24674
C -1.33841 0.45077 1.42912
N -0.52350 -0.67663 1.59216
C -0.07110 -1.43463 0.52144
O 0.70336 -2.34913 0.65970
N -0.62806 -1.06942 -0.67042
H -2.45218 1.69114 0.04404
H -1.52644 0.99574 2.34183
H -0.06515 -0.86305 2.46059
H -0.30206 -1.62576 -1.47321
C 1.67717 0.66964 -0.42366
O 2.29695 0.68321 -1.65637
H 0.63395 1.14693 -0.54318
H 1.43357 -0.33549 -0.09279
H 2.38529 1.38703 0.15688
H 3.20072 0.54334 -1.64148
```

Total charge: 0
Energy above the lowest of the compared OMol25 structures with the same formula, charge and spin in eV: 0.5981
SMILES: O=c1cc[nH]c(=O)[nH]1.CO
Max |F| in eV/Å: 3.77
Highest occupied orbital energy in eV: -9.768
Kohn-Sham gap in hartree: 0.3781

***

(3)
This record from the Open Molecules 2025 dataset describes 2 unconnected molecules or ions with the total composition C5H11N3. The level of theory is wB97M-V/def2-TZVPD.

```
19
C5H11N3 (wB97M-V/def2-TZVPD)
H -0.00576 -2.06161 0.47558
N 0.82604 -1.51135 0.66833
C 0.95865 -0.42708 0.02818
N 0.22695 0.00911 -1.12873
C -0.58791 -0.94813 -1.85686
C 0.89564 0.93020 -2.03117
H 1.74556 0.27135 0.29476
H -1.52248 -0.50332 -2.21021
H -0.73562 -1.89114 -1.33547
H -0.08962 -1.28168 -2.76997
H 0.17422 1.55036 -2.57067
H 1.40021 0.40047 -2.84542
H 1.71242 1.45488 -1.54180
C -2.03743 1.42070 2.63976
C -0.95684 0.94813 2.31424
N 0.21458 0.34669 2.73642
H -2.89225 1.74661 3.17003
H 0.32819 -0.54656 2.25523
H 0.34543 0.09235 3.70778
```

Total charge: 0
Energy above the lowest of the compared OMol25 structures with the same formula, charge and spin in eV: 4.0146
SMILES: [H]/N=C\N(C)C.C#CN
Max |F| in eV/Å: 3.61
Highest occupied orbital energy in eV: -8.473
Kohn-Sham gap in hartree: 0.3439

***

(4)
This record from the Open Molecules 2025 dataset describes 10 unconnected molecules or ions with the total composition C30H66NO16S6. The level of theory is wB97M-V/def2-TZVPD.

```
119
C30H66NO16S6 (wB97M-V/def2-TZVPD)
C 2.35027 0.01003 -0.43775
C 0.93787 -0.59861 -0.90451
C 1.23872 -2.16867 -1.04846
C -0.10115 -2.86070 -1.29008
C -0.94926 -2.50298 -0.03166
C -1.35182 -0.95799 0.14913
N -0.08988 -0.22245 0.07391
O -0.15274 1.15422 0.41098
C -2.00250 -0.94689 1.54678
C -2.37795 -0.51749 -0.83539
C 0.71188 -0.03669 -2.34248
H 2.38201 1.08894 -0.58963
H 3.20876 -0.36873 -0.99239
H 2.34087 -0.23953 0.62326
H 1.61519 -2.70863 -0.17965
H 1.96820 -2.39479 -1.82617
H 0.06056 -3.92359 -1.46965
H -0.58955 -2.67754 -2.24717
H -0.48610 -2.98638 0.82853
H -1.89239 -3.02419 -0.19576
H -2.27718 0.05006 1.89136
H -1.40607 -1.45055 2.30750
H -3.00127 -1.38330 1.53698
H -2.69353 0.51880 -0.71448
H -3.29940 -1.09179 -0.73944
H -2.27768 -0.81387 -1.87952
H 1.58337 -0.12720 -2.99087
H 0.43447 1.01441 -2.42197
H -0.13228 -0.49563 -2.85714
C -3.92596 -0.32155 4.59005
C -3.04024 -1.52857 4.83962
O -3.18809 -1.57545 6.27239
C -4.41444 -1.25506 6.51310
O -4.92736 -1.39765 7.62631
O -4.93310 -0.63907 5.49557
H -4.21335 -0.13572 3.55517
H -3.46104 0.57020 5.01046
H -2.04659 -1.33426 4.43590
H -3.44924 -2.47399 4.48325
C 4.45187 -0.93359 -4.12060
C 5.65015 -1.76798 -3.70768
O 6.60147 -0.77279 -3.27418
C 6.16344 0.47076 -3.53342
O 6.71805 1.50708 -3.25582
O 4.93641 0.32104 -4.12889
H 3.58646 -1.04128 -3.46670
H 4.04830 -1.23649 -5.08677
H 6.02481 -2.39949 -4.51324
H 5.50417 -2.42961 -2.85384
C 1.68441 -0.68307 3.44370
C 0.59748 0.19564 3.91324
O 1.35600 1.03750 4.67237
C 2.74127 0.94627 4.42210
O 3.55690 1.74623 4.72601
O 2.92203 0.05009 3.43129
H 1.33587 -0.99872 2.46035
H 1.67712 -1.55972 4.09143
H -0.05238 -0.48491 4.46337
H 0.12504 0.62123 3.02792
C -4.17094 1.63033 1.26041
S -5.76563 2.55760 0.78928
O -5.64573 4.08038 0.89169
C -5.94499 2.00659 -0.98381
H -3.72726 1.75876 2.24770
H -3.28987 1.86549 0.66333
H -4.35376 0.58154 1.02648
H -6.78170 2.61272 -1.33113
H -5.97355 0.95853 -1.28192
H -5.17622 2.49395 -1.58344
C -4.13076 -5.54830 0.64800
S -4.84872 -4.76502 2.16923
O -3.81126 -4.24480 3.13502
C -5.47762 -3.29251 1.23737
H -4.76836 -5.53432 -0.23595
H -3.75109 -6.56823 0.70876
H -3.32365 -4.97439 0.19273
H -6.24589 -3.61422 0.53426
H -4.71290 -2.77360 0.65942
H -5.95989 -2.62110 1.94779
C 1.22386 -5.50938 -4.21552
S 2.22293 -4.30265 -5.18563
O 3.57156 -4.10899 -4.47504
C 1.16135 -2.80364 -4.81800
H 1.79407 -6.28583 -3.70554
H 0.45850 -6.00559 -4.81228
H 0.81856 -4.91767 -3.39473
H 1.62068 -2.09751 -4.12626
H 0.19774 -3.02480 -4.35903
H 0.94791 -2.32201 -5.77224
C 1.85720 4.38037 2.24474
S 0.28591 5.27671 2.37837
O 0.08800 6.47622 1.39433
C -0.67883 3.98712 1.55240
H 1.86106 3.39579 2.71238
H 2.70532 4.97764 2.57952
H 1.93716 4.14758 1.18288
H -0.88469 3.21037 2.28887
H -0.14407 3.66424 0.65916
H -1.58092 4.49924 1.21764
C 5.65730 2.31917 -0.51592
S 6.09590 2.06293 1.21170
O 7.61248 1.88882 1.36268
C 5.78322 3.74628 1.79223
H 5.78251 1.31569 -0.92268
H 6.35262 2.96532 -1.05177
H 4.59337 2.46353 -0.70392
H 5.29938 4.48776 1.15646
H 6.78107 4.15083 1.96171
H 5.42744 3.68094 2.82046
C 0.47616 4.81842 -2.68931
S -1.42465 4.76013 -2.94818
O -1.49976 5.21140 -4.39960
C -1.61614 2.89081 -3.02002
H 0.97014 4.38420 -3.55853
H 0.69898 4.47315 -1.67973
H 0.60136 5.88598 -2.87021
H -1.67360 2.62188 -1.96528
H -0.79059 2.39041 -3.52616
H -2.51157 2.40043 -3.40191
```

Total charge: -1
Energy above the lowest of the compared OMol25 structures with the same formula, charge and spin in eV: 3.3891
Max |F| in eV/Å: 5.39
Highest occupied orbital energy in eV: -3.596
Kohn-Sham gap in hartree: 0.1826

***

(5)
This record from the Open Molecules 2025 dataset describes a molecular structure, C4H16FO4V. The level of theory is wB97M-V/def2-TZVPD.

```
26
C4H16FO4V (wB97M-V/def2-TZVPD)
V -0.58269 1.63938 1.98101
F -0.22359 -0.11361 1.00477
C -1.42285 2.18523 -1.06353
O -1.69411 2.43984 0.33722
H -2.13150 1.42723 -1.39204
H -1.46462 3.05624 -1.71459
H -0.42898 1.76701 -1.21038
H -2.49140 2.97762 0.42917
C -0.27175 -3.56646 1.64882
O 0.75472 -2.63738 1.80682
H -1.24532 -3.07789 1.76764
H -0.19340 -4.03403 0.64803
H -0.17829 -4.36591 2.38495
H 0.42136 -1.81112 1.36461
C -0.38085 -1.70893 -2.31944
O 0.33856 -1.79104 -1.12297
H 0.00738 -0.96150 -3.02119
H -0.32207 -2.59887 -2.94955
H -1.45875 -1.59632 -2.16992
H 0.14857 -1.06400 -0.52147
C 2.40596 2.05391 0.64889
O 1.08302 2.50239 1.05175
H 2.47755 0.98496 0.82972
H 2.51184 2.30209 -0.40676
H 3.20383 2.55635 1.19532
H 1.13739 3.43483 0.79311
```

Total charge: +2
Energy above the lowest of the compared OMol25 structures with the same formula, charge and spin in eV: 0.4869
Max |F| in eV/Å: 2.39
Highest occupied orbital energy (alpha / beta) in eV: -16.202 / -16.198
Spin multiplicity: 5
Kohn-Sham gap (alpha / beta) in hartree: 0.2990 / 0.1563